{"formula": "C3H2O", "method": "ωB97M-V with the def2-TZVPD basis set", "lumo_energy_ev": [-2.17, -1.98], "energy_ev": -5179.48386, "charge": 0, "orbital_gap_ev": [7.9, 8.1], "de_lowest_kj_mol": 840.13, "symbols": ["O", "C", "C", "C", "H", "H"], "positions_angstrom": [[1.30, -0.60, -0.08], [-2.50, -0.28, 0.16], [0.81, 0.60, 0.09], [-1.67, 0.40, -0.23], [1.14, -0.88, -1.08], [0.92, 0.77, 1.15]], "nbo_charge": [-0.622, -0.023, 0.337, -0.334, 0.519, 0.123]}